No. 1
{"formula": "C20H24FN3O4S", "method": "ωB97M-V/def2-TZVPD", "species": ["C", "H", "O", "C", "C", "C", "C", "C", "C", "H", "H", "N", "C", "O", "C", "N", "C", "C", "N", "S", "O", "O", "C", "C", "C", "C", "C", "C", "H", "H", "F", "H", "H", "C", "H", "C", "H", "H", "C", "H", "H", "H", "H", "H", "H", "H", "H", "H", "H", "H", "H", "H", "H"], "positions_angstrom": [[-8.69302, -0.39644, 1.53943], [-8.94258, -0.90812, 0.60415], [-7.82520, 0.68827, 1.32038], [-6.59302, 0.43760, 0.79212], [-6.11470, -0.81714, 0.43408], [-4.84324, -0.95925, -0.09490], [-4.02667, 0.14947, -0.27368], [-4.50689, 1.40909, 0.08479], [-5.77135, 1.55152, 0.60941], [-6.15071, 2.52113, 0.88978], [-3.87943, 2.27870, -0.04957], [-2.73616, 0.06382, -0.80567], [-2.01430, -1.03037, -1.14127], [-2.38659, -2.18234, -1.08346], [-0.62675, -0.64806, -1.66680], [-0.09919, 0.50653, -0.96724], [0.91126, 1.25168, -1.68517], [2.25787, 0.53694, -1.89019], [2.86845, 0.10020, -0.65724], [3.58588, 1.23061, 0.32630], [3.68481, 2.45246, -0.41592], [2.98305, 1.26026, 1.62825], [5.21755, 0.50737, 0.49019], [6.09601, 0.60108, -0.57299], [7.34472, 0.01245, -0.48195], [7.67377, -0.66209, 0.68339], [6.80302, -0.75891, 1.75603], [5.55824, -0.16183, 1.65039], [4.84755, -0.19203, 2.46103], [7.10423, -1.28774, 2.64622], [8.88393, -1.24109, 0.77627], [8.05886, 0.06870, -1.28794], [5.79529, 1.14695, -1.45234], [2.37395, -1.09749, -0.02455], [3.17543, -1.45585, 0.62747], [1.07865, -0.94354, 0.79593], [1.33398, -0.82040, 1.84827], [0.49091, -1.85774, 0.69599], [0.21068, 0.27447, 0.43253], [-0.73664, 0.15931, 0.97163], [0.70397, 1.17240, 0.80887], [2.23647, -1.84059, -0.81652], [2.95226, 1.23600, -2.35904], [2.13979, -0.33728, -2.53729], [0.50619, 1.52217, -2.66546], [1.10563, 2.17142, -1.12658], [0.00539, -1.54476, -1.61701], [-0.74780, -0.38552, -2.72322], [-2.22782, 0.93844, -0.88046], [-4.47995, -1.93564, -0.36812], [-6.72089, -1.69998, 0.55986], [-9.59827, 0.03214, 1.96681], [-8.26661, -1.11696, 2.24500]], "forces_ev_per_a": [[-0.113, -0.146, 0.026], [0.020, 0.004, 0.035], [0.190, 0.227, -0.048], [0.142, 0.004, -0.055], [-0.362, 0.205, 0.176], [0.242, -0.009, -0.097], [-0.372, -0.240, 0.096], [-0.021, -0.161, -0.006], [-0.175, -0.131, 0.053], [-0.034, 0.125, 0.031], [0.061, 0.114, -0.012], [0.085, 0.374, -0.057], [0.309, 0.259, -0.121], [-0.089, -0.297, 0.005], [0.033, 0.026, 0.076], [-0.002, -0.092, -0.277], [0.270, -0.025, -0.182], [-0.333, 0.601, -0.312], [0.296, 0.774, 0.526], [0.556, -0.518, -0.272], [0.060, -0.084, -0.278], [0.048, -0.326, 0.015], [-0.598, 0.288, 0.172], [0.111, 0.007, -0.039], [0.002, -0.049, 0.093], [-0.170, 0.029, 0.075], [0.211, -0.031, -0.167], [-0.058, 0.060, 0.047], [-0.024, -0.048, 0.139], [0.039, -0.046, 0.073], [-0.096, 0.057, -0.013], [0.069, 0.006, -0.066], [0.053, 0.053, -0.179], [-0.131, -0.347, 0.438], [-0.087, -0.237, -0.046], [-0.061, 0.140, -0.183], [-0.063, -0.083, 0.038], [0.019, -0.062, 0.060], [-0.005, -0.145, 0.334], [0.088, 0.069, 0.069], [-0.157, -0.028, 0.015], [0.101, 0.087, 0.060], [-0.123, -0.075, -0.225], [0.092, 0.007, 0.071], [0.044, 0.067, 0.016], [-0.034, 0.005, -0.109], [-0.122, 0.007, 0.016], [0.036, -0.052, 0.024], [0.083, -0.202, 0.019], [0.017, -0.028, -0.014], [-0.079, -0.063, 0.024], [0.041, -0.083, -0.028], [-0.010, 0.013, -0.037]], "e_homo_ha": -0.28930, "homo_lumo_gap_ev": 8.44, "de_lowest_kcal_mol": 5.4, "total_charge": 0}

***

No. 2
{"formula": "C20H24FNOS", "method": "ωB97M-V/def2-TZVPD", "species": ["F", "O", "S", "C", "C", "C", "C", "C", "C", "C", "C", "C", "C", "C", "C", "N", "C", "C", "C", "C", "C", "C", "C", "C", "H", "H", "H", "H", "H", "H", "H", "H", "H", "H", "H", "H", "H", "H", "H", "H", "H", "H", "H", "H", "H", "H", "H", "H"], "positions_angstrom": [[2.34131, 5.85943, -1.59600], [-2.39580, 3.52685, -0.04545], [0.48025, 1.08281, 0.90653], [-3.54484, -0.45357, -2.13547], [-2.30120, -0.84851, -2.64335], [0.12615, 5.95754, -0.86019], [-1.03084, 5.36376, -0.42691], [-3.67454, 0.55634, -1.14970], [1.10244, 3.81800, -1.28981], [-1.17697, -0.14200, -2.21905], [1.20257, 5.19130, -1.27074], [-1.14898, 3.95406, -0.37467], [-2.50432, 1.18073, -0.66441], [-0.04889, 3.15733, -0.81918], [-1.26808, 0.90654, -1.26646], [1.53137, -2.84070, 1.71217], [-2.64188, 2.16269, 0.45769], [-0.01382, 1.64451, -0.83530], [3.79202, -3.41452, 0.89481], [-0.09628, -4.31742, 0.64991], [0.88205, -0.70292, 0.61272], [2.78632, -3.58609, 2.03597], [0.28615, -3.56230, 1.90903], [1.46854, -1.37014, 1.87336], [-4.44227, -0.87345, -2.45471], [-2.25430, -1.66329, -3.36453], [0.19334, 7.04901, -0.90520], [-1.85834, 6.00778, -0.13990], [-4.65496, 0.77904, -0.74540], [1.93882, 3.24728, -1.65586], [-0.24045, -0.51692, -2.62720], [-3.65865, 2.15984, 0.88576], [-1.96979, 1.92029, 1.28800], [0.77856, 1.35875, -1.48469], [3.36397, -3.79927, -0.07072], [3.97276, -2.35881, 0.74726], [4.74533, -3.92160, 1.13920], [0.67662, -5.04950, 0.35642], [-1.10270, -4.73717, 0.83046], [-0.16607, -3.57026, -0.14492], [-0.06864, -1.22963, 0.32406], [1.60995, -0.82304, -0.21549], [3.19839, -3.20214, 2.96060], [2.52784, -4.64937, 2.14773], [-0.50728, -2.83120, 2.10221], [0.35317, -4.28957, 2.77379], [2.49059, -1.00013, 2.02416], [0.92139, -1.13034, 2.77346]], "forces_ev_per_a": [[-0.217, -0.615, -0.207], [-0.422, -0.938, 0.900], [0.492, -0.488, -0.643], [0.959, 1.368, 1.098], [-0.857, 0.824, 0.623], [0.256, 0.764, -0.137], [-0.125, -0.709, 0.045], [1.695, -1.005, -0.679], [0.063, 0.200, 0.284], [-0.230, -0.061, 0.254], [-0.393, 0.226, 0.344], [0.736, 0.134, -0.691], [-1.155, -0.322, -0.485], [-0.828, 0.711, 0.136], [0.154, -0.638, -0.281], [0.446, 0.070, 0.028], [0.415, 0.867, -0.292], [-0.841, -0.320, 1.200], [-0.229, -0.739, -0.295], [-0.382, 0.167, 0.077], [-0.754, -0.292, -0.268], [-1.110, 0.827, -1.097], [0.496, -0.319, 0.386], [0.853, -1.032, -0.386], [-1.245, -0.977, -0.690], [0.186, 0.241, 0.184], [0.076, -0.418, 0.079], [-0.015, -0.405, 0.026], [0.126, 0.119, 0.021], [0.184, -0.215, 0.029], [0.208, 0.619, 0.217], [0.363, 0.240, -0.518], [0.118, 0.240, -0.239], [0.734, -0.321, -0.452], [0.450, 0.172, 0.946], [0.254, 0.311, -0.049], [-0.397, 0.249, -0.283], [-0.573, 0.074, 0.207], [0.526, -0.343, -0.441], [-0.069, -0.214, -0.134], [0.853, 0.485, 0.208], [-0.418, 0.191, 0.390], [0.277, -0.091, 0.465], [0.022, 0.372, 0.118], [0.066, -0.146, 0.277], [-0.133, 0.823, -0.575], [-0.151, -0.036, -0.019], [-0.466, 0.347, 0.319]], "e_homo_ha": -0.29789, "homo_lumo_gap_ev": 8.85, "de_lowest_kcal_mol": 2.6, "total_charge": 0}